Entry 1:
116
Properties=species:S:1:pos:R:3 method="wB97M-V/def2-TZVPD" largest_force_ha_per_bohr=0.014 total_charge=+1 spin_multiplicity=5 de_lowest_kj_mol=132.4 e_lumo_ev="-2.719 / -3.608" homo_lumo_gap_ev="8.06 / 7.16" homo_energy_ev="-10.77 / -10.77"
Ge -0.276 -1.728 -0.664
Ge 2.387 -0.127 -0.636
Cr 0.019 0.679 0.441
O 2.544 2.613 0.908
N 0.542 0.643 2.409
N -0.316 2.260 -0.779
N -0.288 3.187 0.241
N -2.043 2.326 1.780
N 0.304 1.989 2.611
N -2.287 1.134 1.164
C -0.143 4.295 -1.666
C -0.106 5.678 0.508
C 1.036 -3.809 -2.386
C 0.215 0.443 -4.752
C -4.025 -1.531 0.905
C -1.813 -1.028 -1.674
C 0.798 3.749 4.337
C 1.660 -1.666 5.017
C -0.409 -5.637 -3.067
C 2.348 -1.843 -1.563
C -2.666 -2.080 -2.390
C -6.508 -0.895 -0.153
C -3.160 2.853 2.314
C -1.513 -3.975 0.839
C 0.836 2.361 3.792
C 2.077 -4.407 -3.101
C -0.847 2.424 -5.593
C 2.975 1.254 -1.928
C -4.883 -2.538 0.487
C 0.636 -6.220 -3.763
C 3.150 3.815 0.442
C -4.404 -0.199 0.815
C 2.500 -3.337 2.977
C 4.745 -1.371 0.552
C -0.205 -4.443 -2.390
C 3.806 -0.183 0.753
C 1.206 0.193 3.477
C 1.209 -2.533 -1.654
C -0.692 -2.690 1.004
C 3.557 0.642 -3.200
C 2.092 -2.949 5.308
C -4.185 1.985 2.030
C -0.171 4.421 -0.291
C 2.064 -2.053 2.686
C -3.599 0.920 1.328
C -0.252 2.282 -3.257
C 2.517 -3.789 4.288
C -0.803 2.986 -4.328
C -3.196 4.147 3.053
C -6.124 -2.225 -0.048
C 1.640 -1.200 3.700
C 0.262 1.010 -3.488
C -5.658 0.108 0.284
C 1.412 1.249 4.371
C 1.880 -5.597 -3.778
C -0.227 2.924 -1.931
C -0.341 1.150 -5.809
B -0.651 2.908 1.756
H 4.229 3.702 0.310
H 3.884 1.420 -3.893
H 0.716 0.455 -2.677
H 0.670 5.628 1.271
H 3.251 -2.217 -2.046
H 0.258 -2.939 1.466
H 4.425 0.014 -2.982
H 4.346 0.757 0.619
H 3.742 1.812 -1.387
H -6.791 -3.013 -0.372
H 2.858 -4.790 4.515
H 0.619 -0.549 -4.909
H -4.218 4.358 3.360
H 1.393 3.790 5.246
H -2.415 -3.829 0.245
H 2.703 4.042 -0.524
H 1.204 4.468 3.625
H -1.385 -6.105 -3.050
H -2.104 -2.575 -3.184
H -0.377 0.711 -6.797
H 0.116 6.512 -0.155
H 4.219 -2.323 0.647
H -0.924 -4.757 0.361
H -3.050 -2.842 -1.714
H 5.211 -1.354 -0.435
H 2.828 -3.986 2.174
H -1.285 2.979 -6.412
H 2.964 4.650 1.122
H -1.431 -0.326 -2.411
H 2.061 -1.714 1.661
H -0.218 4.060 4.581
H 2.185 1.966 -2.160
H -2.851 4.976 2.433
H -1.043 -4.003 -1.861
H 3.054 -3.942 -3.135
H 2.828 0.022 -3.726
H 0.487 -7.149 -4.296
H 2.701 -6.042 -4.325
H -4.589 -3.575 0.594
H -0.049 5.094 -2.381
H -1.219 3.972 -4.162
H 2.095 -3.295 6.333
H 3.408 -0.179 1.766
H -1.177 -1.994 1.692
H -1.822 -4.350 1.817
H -5.217 2.075 2.326
H -1.052 5.886 1.008
H 1.316 -1.022 5.816
H 5.548 -1.365 1.292
H 1.932 1.209 5.313
H -2.574 4.116 3.949
H -3.075 -1.783 1.349
H -2.416 -0.447 -0.977
H -7.472 -0.636 -0.569
H -0.617 3.965 2.288
H 2.974 2.337 1.725
H -5.956 1.147 0.195
H -3.531 -1.596 -2.847

Entry 2:
117
Properties=species:S:1:pos:R:3 method="wB97M-V/def2-TZVPD" largest_force_ha_per_bohr=0.019 de_lowest_kj_mol=2.5 e_lumo_ev=-0.893 homo_lumo_gap_ev=6.63 homo_energy_ev=-7.53
Br -3.984 1.192 4.857
Ti 1.164 -1.241 1.058
Cl 5.952 2.359 5.364
Cl 3.829 -2.538 4.833
S 2.696 -0.712 -0.811
S -0.161 -2.309 -0.605
P -1.266 2.082 -1.417
O 1.616 0.791 1.099
O -0.837 0.843 -0.719
O 2.458 -1.367 2.496
N 2.715 -3.391 0.411
N 0.344 -3.179 2.266
C -1.669 -4.633 2.345
C 3.085 -2.202 -3.075
C 3.225 -3.389 -3.776
C 2.899 -2.210 -1.697
C -2.770 -5.210 1.734
C 0.469 3.741 -4.850
C 4.898 1.287 4.504
C 2.019 1.991 -3.913
C -3.634 -0.372 -1.492
C 2.487 1.397 1.714
C -1.131 -3.446 0.313
C -1.729 4.840 -0.683
C -0.849 -3.754 1.644
C 4.785 -0.038 4.924
C -2.238 -4.046 -0.295
C 1.979 -4.536 0.942
C -3.049 -4.917 0.407
C 3.206 -0.513 3.128
C -3.495 -0.962 -2.890
C -1.259 0.832 4.106
C -2.176 3.931 2.171
C -2.403 -0.228 -3.659
C 0.017 2.700 -2.571
C -2.708 1.264 -3.728
C -1.825 -0.638 1.827
C 3.179 -4.601 -3.105
C -3.898 1.133 -1.530
C 3.006 -4.618 -1.726
C 4.166 1.733 3.435
C -0.239 0.361 3.288
C -2.570 0.546 3.768
C 0.698 1.530 -3.295
C 4.053 -3.275 1.014
C -1.682 5.332 1.781
C 3.958 -0.914 4.259
C 1.422 -4.211 2.303
C 1.916 3.407 -4.505
C -2.452 3.058 0.938
C -1.468 3.411 -0.176
C 0.075 -2.839 3.691
C 2.864 -3.430 -1.024
C -0.487 -0.385 2.137
C -0.366 3.819 -3.567
C -2.842 1.910 -2.340
C -2.863 -0.192 2.633
C 3.314 0.848 2.756
C -2.275 5.741 0.437
H -0.800 5.265 -1.068
H 0.868 0.706 -2.604
H 4.669 -4.140 0.740
H -1.445 -0.395 -3.156
H -1.445 3.432 2.811
H -1.040 1.417 4.990
H 3.098 -1.253 -3.599
H -0.589 5.341 1.698
H -0.466 3.380 0.280
H -3.365 5.658 0.488
H -2.063 6.786 0.206
H -1.971 1.782 -4.345
H 4.228 2.767 3.119
H 2.566 3.510 -5.376
H 2.981 -5.567 -1.204
H 2.805 1.950 -3.154
H 1.018 -5.116 2.768
H -4.447 -0.871 -3.429
H -1.432 3.800 -3.814
H 0.034 1.150 -4.075
H 0.397 4.689 -5.389
H 5.346 -0.382 5.782
H -3.267 -2.029 -2.833
H 2.617 -5.426 1.030
H -2.308 -0.625 -4.674
H 2.636 2.453 1.469
H -1.926 6.054 2.562
H 2.315 1.279 -4.690
H -2.065 -1.187 0.930
H -3.474 3.231 0.581
H 2.199 -3.824 2.958
H 2.272 4.148 -3.780
H -0.865 -2.306 3.777
H 0.884 -2.218 4.058
H -3.403 -5.887 2.292
H 4.521 -2.364 0.645
H -4.865 1.316 -2.016
H -3.673 1.401 -4.232
H 3.351 -3.364 -4.852
H 1.173 -4.779 0.252
H -3.093 4.010 2.762
H -2.708 -0.555 -0.947
H -2.431 4.834 -1.524
H -4.447 -0.863 -0.948
H -2.456 -3.807 -1.328
H -2.379 2.001 1.199
H -3.987 1.520 -0.511
H 3.982 -3.210 2.095
H -3.907 -5.362 -0.083
H -1.455 -4.866 3.379
H 0.776 0.600 3.592
H -3.893 -0.401 2.372
H 0.038 -3.746 4.300
H -3.206 2.936 -2.481
H 0.065 2.977 -5.523
H 3.283 -5.532 -3.649
H -0.189 4.791 -3.103
H 0.770 3.107 -1.880